DFT (ωB97M-V with the def2-TZVPD basis set) results for a structure of composition C39H48N5RuSSe at a distorted geometry.

The geometry in XYZ format:
```
95
Properties=species:S:1:pos:R:3:forces:R:3
Ru -0.123726 0.623755 0.657336 -0.246 -2.550 0.440
Se 0.483421 -4.124538 1.544542 -0.009 0.261 0.064
S -0.217297 0.788029 4.411025 0.038 0.519 -0.193
N -1.485819 1.940724 0.329479 -0.274 1.571 0.639
N 0.802133 -6.933227 1.146423 -0.175 -0.024 -0.159
N -0.073705 2.068684 2.074337 0.121 0.075 0.228
N 1.388504 1.858405 0.364200 0.531 1.101 0.203
N -0.716764 -6.048683 -0.141095 0.102 -0.113 0.048
C -1.124624 2.871680 1.333223 -0.515 -0.840 -0.619
C -3.686811 2.787359 -0.287264 0.006 -0.066 0.154
C -4.168967 5.279251 -0.578334 0.019 -0.100 -0.004
C 3.532914 2.719254 -0.501997 0.190 0.048 0.056
C -0.696240 -7.394581 -0.455529 0.129 -0.398 0.041
C -0.006429 4.955655 2.019889 0.000 -0.406 -1.184
C -0.056702 3.458293 4.032587 -0.004 0.838 -0.093
C 2.566514 -0.855111 0.516270 0.067 -0.093 0.066
C -5.027290 2.512500 -0.497024 -0.057 -0.044 0.022
C -2.840136 1.714044 0.061045 -0.155 0.081 -0.083
C 1.832581 -7.106900 2.142200 0.138 -0.009 0.133
C 1.772018 -0.806743 1.830611 -0.117 -0.024 -0.191
C -4.683282 0.177618 -0.055616 -0.031 0.135 0.014
C 1.793136 3.962938 -1.905197 -0.012 0.047 -0.060
C 1.719722 -1.262082 -0.690775 -0.046 0.127 -0.072
C 0.188742 -5.777287 0.824985 0.029 0.365 0.164
C -1.760269 -1.232111 -0.882280 -0.052 0.105 -0.010
C 1.041189 2.813351 1.318559 0.462 -0.663 -0.244
C 4.910160 2.514117 -0.648641 -0.255 0.240 -0.080
C 4.715491 0.251749 0.008552 -0.160 -0.142 0.066
C -0.096688 2.155619 3.494665 -0.160 -1.357 0.160
C 2.958730 5.153906 0.058674 -0.001 0.009 -0.062
C -3.038862 -1.936816 1.159934 -0.015 0.067 -0.071
C -1.414565 -8.159641 -1.359505 0.060 0.068 0.081
C -0.152031 -10.078554 -0.574476 0.001 -0.051 -0.014
C -1.122173 -9.512631 -1.402288 -0.016 -0.044 -0.023
C -0.012245 4.696398 3.363360 -0.019 -0.386 0.837
C -5.528096 1.224848 -0.380502 0.031 -0.036 0.030
C 3.032575 4.064677 -1.014599 0.075 0.045 -0.045
C 3.349222 0.402584 0.200778 -0.027 -0.094 -0.090
C 2.745367 1.668579 0.018968 0.287 0.009 0.048
C 0.567742 -9.314695 0.329504 -0.018 0.117 0.006
C -3.119826 4.172552 -0.509765 0.117 0.140 -0.066
C -3.332760 0.402295 0.163727 0.146 0.020 -0.199
C 0.278249 -7.960213 0.373456 -0.241 -0.190 -0.299
C -2.267094 4.168716 -1.786428 -0.042 0.022 0.057
C -2.398616 -0.752816 0.427336 0.192 -0.054 0.091
C 5.511826 1.311024 -0.375339 0.134 -0.064 0.008
C -0.032259 3.925333 0.972886 -0.020 1.387 0.178
H -0.082472 3.492048 5.112828 0.030 0.019 0.055
H -2.464856 4.425085 0.334520 -0.138 0.034 -0.161
H -1.077923 -2.059822 -0.704430 0.072 -0.062 0.034
H 0.041861 -11.139261 -0.640708 0.009 -0.034 -0.001
H -2.891307 3.946338 -2.652897 -0.027 0.001 0.000
H -0.039240 4.318541 -0.039717 -0.001 -0.003 0.108
H 5.513515 3.330927 -1.026973 -0.028 0.026 0.000
H -1.659321 -10.146363 -2.093332 -0.013 -0.017 -0.016
H 1.502603 -7.826153 2.891960 0.008 0.009 -0.011
H -2.552762 -1.573541 -1.551755 -0.007 0.016 -0.002
H -1.960335 3.214695 1.947697 0.116 0.080 -0.022
H 0.652379 -0.832411 1.735019 0.111 0.124 -0.079
H 0.032216 5.991113 1.709469 -0.021 0.058 -0.003
H -3.734385 -2.465449 0.505438 0.008 0.024 -0.016
H -1.304285 -5.339592 -0.536666 -0.038 0.092 -0.015
H -2.265711 -2.643558 1.460873 0.015 -0.009 0.013
H 2.747271 -7.466206 1.670228 -0.008 0.001 0.012
H 1.180456 -2.189316 -0.501358 -0.008 0.017 0.002
H -1.810103 5.143947 -1.944653 0.061 0.107 -0.031
H -6.579649 1.040796 -0.544127 -0.053 -0.022 -0.022
H 2.352963 -1.384172 -1.569481 -0.006 -0.042 -0.040
H 6.577914 1.185952 -0.499860 0.032 -0.008 -0.003
H 5.161503 -0.722771 0.170994 -0.047 0.004 0.007
H -1.621748 -0.441022 1.198579 -0.020 0.041 0.125
H 1.020435 3.327676 -1.481851 -0.045 -0.034 -0.007
H 2.064676 0.016896 2.478077 0.024 -0.039 0.023
H 3.899586 5.204797 0.605696 0.036 0.025 0.026
H -3.673865 6.247497 -0.620074 0.026 0.061 -0.009
H -5.080886 -0.820720 0.034401 -0.056 -0.086 0.010
H 2.019575 -6.146920 2.616795 -0.021 -0.025 -0.032
H 2.066508 3.535939 -2.870094 -0.024 -0.030 -0.011
H 2.784826 6.126252 -0.407665 -0.005 -0.015 0.015
H 3.311250 -1.645358 0.640818 -0.028 0.050 -0.037
H 3.832857 4.398551 -1.682098 -0.045 0.011 0.056
H 1.373085 4.954758 -2.090768 0.002 -0.014 -0.021
H 0.013071 5.554899 4.022224 -0.003 0.046 -0.004
H 1.001348 -0.460757 -0.970868 0.152 -0.186 -0.040
H -3.584263 -1.604723 2.042127 0.008 -0.009 0.038
H -1.478367 3.418958 -1.739714 0.034 -0.039 -0.026
H -4.825339 5.271003 0.291325 -0.024 0.008 0.028
H -5.700634 3.313589 -0.758870 -0.047 0.051 -0.028
H 1.889361 3.162600 1.917671 -0.203 0.116 0.044
H 1.902578 -1.739470 2.382930 0.029 0.063 0.016
H 2.168085 4.995939 0.787125 -0.019 0.005 0.052
H -2.168071 -7.725461 -2.000815 -0.023 0.019 -0.020
H -4.783201 5.192056 -1.474748 -0.030 -0.010 -0.020
H 1.318132 -9.755828 0.968811 0.034 -0.021 0.027
H -1.238991 -0.425487 -1.418981 -0.031 -0.056 0.020
```
Forces are in eV/Å.

Values from the calculation:
- 2S+1: 1
- E_LUMO (spin up / spin down): -5.92 / -5.91 eV
- Energy relative to the best compared isomer or geometry (same formula, charge and spin): 8.185 eV
- Total charge: +1